Entry w
Below is 2 unconnected molecules or ions with the total composition CHN3O2, with properties calculated with the ωB97M-V functional and the def2-TZVPD basis.

Output
**Kohn-Sham gap**: 11.96 eV
**HOMO level**: -11.256 eV
**Charge**: 0
**Structure (SMILES)**: N#[N+][O-].N=C=O
**LUMO energy**: 0.71 eV

Structure (XYZ):
```
7
CHN3O2 the ωB97M-V functional and the def2-TZVPD basis
N 1.5723 -0.8504 -1.4156
N 1.6468 -0.1129 -0.5776
O 1.7431 0.6003 0.3181
N -1.2397 0.4834 0.9562
C -1.3673 -0.1757 0.0076
O -1.6289 -1.0176 -0.7436
H -0.7263 1.0729 1.4549
```



Entry x
Below is 2 unconnected molecules or ions with the total composition CHN3O2, with properties calculated with the ωB97M-V functional and the def2-TZVPD basis.

Output
**Kohn-Sham gap**: 11.86 eV
**HOMO level**: -11.203 eV
**Charge**: 0
**Structure (SMILES)**: N#[N+][O-].N=C=O
**LUMO energy**: 0.66 eV

Structure (XYZ):
```
7
CHN3O2 the ωB97M-V functional and the def2-TZVPD basis
N -1.5575 0.1300 -0.9679
N -1.9879 -0.5420 -0.2257
O -2.3981 -1.3109 0.5396
N 1.5509 -0.2569 -0.0921
C 1.2992 0.9012 0.1106
O 0.9294 1.9986 0.1648
H 2.1640 -0.9200 0.4707
```



Entry y
Below is a molecular structure, CHN3O2, with properties calculated with the ωB97M-V functional and the def2-TZVPD basis.

Output
**Kohn-Sham gap**: 11.37 eV
**HOMO level**: -11.224 eV
**Charge**: 0
**LUMO energy**: 0.14 eV

Structure (XYZ):
```
7
CHN3O2 the ωB97M-V functional and the def2-TZVPD basis
C 0.2738 0.2513 -0.0073
H 2.0030 -0.7675 -0.1109
N -0.4249 1.2983 0.0552
N -1.6330 0.5785 0.0085
N -1.5533 -0.6142 -0.0461
O 1.5769 0.1768 -0.0002
O -0.2425 -0.9232 0.1008
```



Entry z
Below is CHN3O2 in the gas phase, with properties calculated with the ωB97M-V functional and the def2-TZVPD basis.

Output
**Kohn-Sham gap**: 10.26 eV
**HOMO level**: -10.382 eV
**Charge**: 0
**Structure (SMILES)**: O=c1nn[nH]o1
**LUMO energy**: -0.13 eV

Structure (XYZ):
```
7
CHN3O2 the ωB97M-V functional and the def2-TZVPD basis
O 2.2908 0.0838 0.0302
C 1.1183 -0.0324 -0.0178
N 0.3151 1.2131 -0.2433
N -0.9425 0.9647 0.0619
N -1.0443 -0.3854 -0.0974
O 0.1085 -0.9499 -0.1940
H -1.8459 -0.8940 0.4605
```



Q: What are the energies relative to the best structure? A: entry w 0.298; entry x 0.000; entry y 1.422; entry z 2.303, in eV.



Entry w
Below is a molecular structure, CHN3O2, with properties calculated with the ωB97M-V functional and the def2-TZVPD basis.

Output
**Kohn-Sham gap**: 10.44 eV
**HOMO level**: -10.677 eV
**Charge**: 0
**LUMO energy**: -0.23 eV

Structure (XYZ):
```
7
CHN3O2 the ωB97M-V functional and the def2-TZVPD basis
C -0.6955 -0.1094 -0.0642
H 2.0475 -0.9659 0.3358
N 0.0237 1.1467 0.0645
N 1.2412 0.7856 0.0073
N 1.2278 -0.5086 -0.1477
O -1.9106 0.0764 -0.0159
O -0.0048 -1.1194 0.0885
```



Entry x
Below is CHN3O2 in the gas phase, with properties calculated with the ωB97M-V functional and the def2-TZVPD basis.

Output
**Kohn-Sham gap**: 10.49 eV
**HOMO level**: -10.716 eV
**Charge**: 0
**Structure (SMILES)**: O=c1nno[nH]1
**LUMO energy**: -0.23 eV

Structure (XYZ):
```
7
CHN3O2 the ωB97M-V functional and the def2-TZVPD basis
O 1.9563 -0.3545 -0.0917
C 0.7483 -0.3433 0.0616
N -0.2189 -1.4174 0.0095
N -1.3640 -0.9226 -0.0684
O -1.3380 0.3941 -0.0509
N 0.0531 0.7934 -0.0628
H 0.1632 1.8504 0.2027
```



Q: What are the energies relative to the best structure? A: entry w 0.360; entry x 0.000, in eV.



Entry w
Below is CHN3O2 in the gas phase, with properties calculated with the ωB97M-V functional and the def2-TZVPD basis.

Output
**Kohn-Sham gap**: 10.42 eV
**HOMO level**: -10.451 eV
**Charge**: 0
**Structure (SMILES)**: O=c1nn[nH]o1
**LUMO energy**: -0.03 eV

Structure (XYZ):
```
7
CHN3O2 the ωB97M-V functional and the def2-TZVPD basis
O 2.2449 0.0451 -0.0505
C 1.0597 0.1762 -0.0266
N 0.2327 1.3205 0.0229
N -0.9845 0.8341 -0.0760
N -0.9861 -0.4283 -0.0812
O 0.2267 -0.9492 -0.0137
H -1.7935 -0.9984 0.2251
```



Entry x
Below is CHN3O2 in the gas phase, with properties calculated with the ωB97M-V functional and the def2-TZVPD basis.

Output
**Kohn-Sham gap**: 11.61 eV
**HOMO level**: -10.963 eV
**Charge**: 0
**Structure (SMILES)**: O=c1[nH]nno1
**LUMO energy**: 0.65 eV

Structure (XYZ):
```
7
CHN3O2 the ωB97M-V functional and the def2-TZVPD basis
O 1.8398 -0.8020 -0.0185
C 0.6920 -0.4682 -0.0735
N 0.0839 0.7123 0.2904
N -1.2391 0.6689 0.0725
N -1.5309 -0.4425 -0.4063
O -0.3678 -1.2046 -0.5292
H 0.5221 1.5361 0.6647
```



Q: What are the energies relative to the best structure? A: entry w 1.142; entry x 0.000, in eV.



Entry w
Below is C2H4N2O2S2 in the gas phase, with properties calculated with the ωB97M-V functional and the def2-TZVPD basis.

Output
**Kohn-Sham gap**: 8.85 eV
**HOMO level**: -9.303 eV
**Charge**: 0
**Structure (SMILES)**: O=C(NO)N(S)C=S
**LUMO energy**: -0.46 eV

Structure (XYZ):
```
12
C2H4N2O2S2 the ωB97M-V functional and the def2-TZVPD basis
O 1.3516 1.2723 -1.1530
C 0.4850 0.7972 -0.4208
N -0.5710 1.5153 0.0727
O -1.2759 1.2192 1.1505
N 0.5526 -0.5291 0.1363
S 2.1812 -1.0783 0.3863
C -0.4574 -1.5093 0.1600
S -1.9827 -1.3727 -0.5095
H -0.6532 2.4746 -0.3139
H -2.0782 0.8740 0.8326
H 2.5378 -1.2366 -0.9888
H -0.0898 -2.4267 0.6475
```



Entry x
Below is 2 unconnected molecules or ions with the total composition C2H4N2O2S2, with properties calculated with the ωB97M-V functional and the def2-TZVPD basis.

Output
**Kohn-Sham gap (spin up / spin down)**: 7.30 / 7.30 eV
**HOMO level (spin up / spin down)**: -8.549 / -8.550 eV
**Charge**: 0
**LUMO energy (spin up / spin down)**: -1.25 / -1.25 eV

Structure (XYZ):
```
12
C2H4N2O2S2 the ωB97M-V functional and the def2-TZVPD basis
C 1.0846 -0.4087 0.1757
C -1.0823 0.4367 -0.0478
N 1.2270 -1.7118 -0.1544
N -1.1424 1.7803 -0.0874
O 3.4376 -0.1241 0.0678
O -3.5698 0.0966 -0.0463
S 2.2401 0.7257 -0.1098
S -2.2816 -0.6750 -0.0065
H 0.4813 -2.3048 -0.4366
H 2.0083 -1.9774 -0.7341
H -0.5361 2.3900 0.4078
H -1.9299 2.3612 -0.3057
```



Q: What are the energies relative to the best structure? A: entry w 0.000; entry x 3.367, in eV.